Entry 1:
C16H40KO8 | ωB97M-V/def2-TZVPD

HOMO energy   -11.7 eV
LUMO energy   -0.0733 hartree
Calculated total energy   -1834.63736 Ha
Relative energy (zero: lowest compared OMol25 entry of this formula, charge and spin)   367.2 kcal/mol

The geometry in ORCA input format:
```
! RIJCOSX wB97M-V def2-TZVPD def2/J DEFGRID3
* xyz 1 1
K 5.940 5.573 12.280
C 3.156 7.541 11.902
O 4.049 6.942 12.737
C 3.536 6.123 13.807
C 4.629 5.658 14.850
O 5.743 4.867 14.200
C 6.689 4.344 15.167
H 2.682 8.335 12.480
H 2.447 6.906 11.370
H 3.742 7.950 11.079
H 3.174 5.177 13.405
H 2.764 6.732 14.278
H 4.238 5.113 15.710
H 5.235 6.425 15.331
H 7.520 3.893 14.624
H 6.291 3.659 15.916
H 7.138 5.120 15.788
C 9.016 9.502 8.846
O 7.686 9.158 9.221
C 6.969 8.424 8.239
C 5.614 7.908 8.758
O 5.795 6.854 9.704
C 4.611 6.510 10.418
H 9.233 9.610 7.784
H 9.687 8.730 9.223
H 9.325 10.349 9.458
H 7.572 7.595 7.870
H 6.853 9.173 7.455
H 5.067 7.423 7.950
H 4.906 8.661 9.106
H 3.735 6.145 9.882
H 4.302 7.333 11.063
H 4.792 5.675 11.095
C 8.964 5.091 13.407
O 7.723 4.785 12.817
C 7.597 3.354 12.714
C 6.628 3.082 11.573
O 5.303 3.485 11.924
C 4.433 3.324 10.859
H 8.980 4.765 14.447
H 9.091 6.172 13.467
H 9.807 4.694 12.842
H 7.135 2.965 13.621
H 8.531 2.872 12.424
H 6.528 2.045 11.253
H 6.938 3.649 10.696
H 3.521 3.159 11.432
H 4.676 2.456 10.245
H 4.338 4.238 10.272
C 5.838 8.941 13.560
O 6.878 8.247 13.013
C 7.014 8.516 11.557
C 8.000 7.538 10.899
O 7.623 6.168 11.091
C 8.446 5.270 10.392
H 4.837 8.756 13.170
H 6.047 10.007 13.471
H 5.874 8.651 14.610
H 7.387 9.516 11.335
H 6.096 8.352 10.993
H 8.935 7.640 11.449
H 8.241 7.746 9.856
H 8.638 5.366 9.323
H 8.094 4.243 10.481
H 9.491 5.250 10.699
*
```



Entry 2:
C10H22 | ωB97M-V/def2-TZVPD

HOMO energy   -10.5 eV
LUMO energy   0.0235 hartree
Calculated total energy   -393.98339 Ha
Relative energy (zero: lowest compared OMol25 entry of this formula, charge and spin)   152.0 kcal/mol

The geometry in ORCA input format:
```
! RIJCOSX wB97M-V def2-TZVPD def2/J DEFGRID3
* xyz 0 1
C 3.237 1.165 -0.053
C 2.967 -0.190 -0.579
C 3.199 -1.047 0.731
C 3.314 0.002 1.922
C 2.890 1.326 1.375
C -2.653 -0.101 -0.580
C -4.099 -0.220 -0.819
C -2.221 -1.446 -1.114
C -2.425 -0.242 0.894
C -2.250 1.108 -1.193
H 4.421 1.489 -0.236
H 2.550 1.819 -0.699
H 3.852 -0.358 -1.285
H 1.870 -0.273 -0.960
H 4.192 -1.764 0.554
H 2.402 -1.802 0.827
H 4.342 0.027 2.453
H 2.364 -0.280 2.549
H 3.705 2.115 1.958
H 1.766 1.536 1.450
H -4.066 -0.480 -2.024
H -4.670 -1.201 -0.536
H -5.150 0.614 -0.577
H -1.078 -1.874 -0.666
H -2.819 -2.405 -0.879
H -2.185 -1.190 -2.187
H -1.442 -0.373 1.078
H -2.961 -1.226 1.201
H -2.581 0.706 1.247
H -2.825 1.929 -0.652
H -1.179 1.370 -0.954
H -2.466 1.269 -2.248
*
```



Entry 3:
C2H13O4S | ωB97M-V/def2-TZVPD

HOMO energy   -3.4 eV
LUMO energy   0.1192 hartree
Calculated total energy   -783.20548 Ha
Relative energy (zero: lowest compared OMol25 entry of this formula, charge and spin)   10.2 kcal/mol

The geometry in ORCA input format:
```
! RIJCOSX wB97M-V def2-TZVPD def2/J DEFGRID3
* xyz -1 1
C -1.348 -2.115 1.945
C -2.633 -1.978 1.123
S -2.331 -1.371 -0.570
H -0.562 -2.593 1.366
H -0.977 -1.142 2.259
H -1.474 -2.739 2.838
H -3.161 -2.928 1.088
H -3.237 -1.240 1.647
H -0.355 -0.643 -0.694
H 0.627 -0.989 -1.794
O 0.504 -0.316 -1.106
H 5.160 2.674 -1.736
H 3.988 2.582 -0.807
O 4.623 3.231 -1.164
H -1.750 1.286 -1.016
H -0.853 2.155 -1.862
O -1.782 1.888 -1.777
H 1.777 1.798 0.782
H 1.634 0.844 -0.443
O 2.149 1.595 -0.078
*
```



Entry 4:
C18H31N2OOsPSi | ωB97M-V/def2-TZVPD

HOMO energy (spin up / spin down)   -4.4 / -7.8 eV
LUMO energy (spin up / spin down)   0.0058 / -0.0412 hartree
Calculated total energy   -1610.60529 Ha
Relative energy (zero: lowest compared OMol25 entry of this formula, charge and spin)   0.0 kcal/mol

The geometry in ORCA input format:
```
! RIJCOSX wB97M-V def2-TZVPD def2/J DEFGRID3
* xyz 0 5
Os 0.306 0.228 0.121
Si -0.940 -1.635 -0.941
P -0.496 1.763 -1.671
N -1.101 0.642 1.143
H 3.728 -0.996 -0.558
C 0.209 3.481 -1.770
H -0.264 4.081 -2.569
H 1.294 3.414 -1.958
H 0.058 3.983 -0.799
C -0.276 1.176 -3.412
H -0.614 1.929 -4.146
H -0.854 0.246 -3.544
H 0.790 0.949 -3.578
C -2.307 2.094 -1.566
H -2.667 2.676 -2.432
H -2.512 2.644 -0.633
H -2.832 1.126 -1.517
C 0.119 -2.571 -2.242
H 1.087 -2.885 -1.811
H 0.343 -1.926 -3.110
H -0.402 -3.476 -2.608
H -1.446 -2.716 -0.006
H -2.207 -1.253 -1.681
C -2.161 0.918 1.961
C -3.169 2.168 3.805
C -2.072 1.905 2.978
C -3.381 0.208 1.804
C -4.468 0.482 2.638
C -4.371 1.460 3.642
H -3.086 2.933 4.585
H -1.130 2.450 3.096
H -3.441 -0.552 1.019
H -5.403 -0.075 2.505
H -5.227 1.670 4.293
C 3.382 -0.067 -1.065
O 2.052 0.170 -0.692
C 4.269 1.093 -0.593
H 5.027 1.327 -1.362
H 4.791 0.838 0.346
H 3.657 1.996 -0.423
C 3.460 -0.284 -2.580
H 3.637 0.670 -3.107
H 2.516 -0.721 -2.950
H 4.276 -0.983 -2.827
C 1.322 -3.714 2.860
C 1.946 -3.540 1.630
C 1.634 -2.421 0.854
N 0.715 -1.497 1.270
C 0.113 -1.665 2.492
C 0.401 -2.769 3.297
H 1.558 -4.572 3.475
H 2.673 -4.262 1.280
H 2.136 -2.306 -0.079
H -0.589 -0.949 2.876
H -0.083 -2.885 4.258
*
```



Entry 5:
C30H42Cl4KN3O6SSeSi2 | ωB97M-V/def2-TZVPD

HOMO energy   -2.3 eV
LUMO energy   0.1379 hartree
Calculated total energy   -7603.36544 Ha
Relative energy (zero: lowest compared OMol25 entry of this formula, charge and spin)   39.7 kcal/mol

The geometry in ORCA input format:
```
! RIJCOSX wB97M-V def2-TZVPD def2/J DEFGRID3
* xyz -2 1
K -1.670 -0.961 -2.928
O -2.208 -5.454 -3.380
Cl -2.533 -4.060 -3.517
O -3.770 -3.897 -4.219
O -2.629 -3.447 -2.198
O -1.464 -3.376 -4.237
C 0.706 1.879 -0.170
Si -0.556 2.389 1.166
C -1.628 0.882 1.521
N -2.585 0.699 0.429
C -2.912 -0.701 0.176
C -3.678 -1.364 1.327
C -4.682 -0.376 1.946
C -5.046 0.704 0.932
C -3.806 1.518 0.543
C 0.455 2.864 2.675
C 0.606 1.984 3.748
C 1.402 2.310 4.838
C 2.066 3.527 4.872
C 1.931 4.416 3.814
C 1.132 4.085 2.729
C -1.526 3.865 0.562
C -1.918 3.930 -0.777
C -2.749 4.947 -1.229
C -3.186 5.924 -0.348
C -2.796 5.884 0.986
C -1.975 4.859 1.435
H 1.465 1.236 0.288
H 1.162 2.778 -0.590
H -2.092 0.906 2.521
H -0.942 0.026 1.522
H -1.992 -1.260 -0.018
H -3.521 -0.731 -0.733
H -2.975 -1.721 2.084
H -4.187 -2.248 0.937
H -4.243 0.101 2.829
H -5.575 -0.902 2.291
H -5.804 1.384 1.328
H -5.478 0.242 0.040
H -3.630 2.288 1.298
H -3.990 2.037 -0.403
H 0.105 1.023 3.733
H 1.511 1.608 5.657
H 2.695 3.780 5.717
H 2.456 5.363 3.829
H 1.037 4.788 1.908
H -1.614 3.156 -1.473
H -3.070 4.954 -2.264
H -3.839 6.715 -0.698
H -3.138 6.646 1.676
H -1.686 4.830 2.481
C 3.145 -3.103 1.547
C 2.695 -1.970 0.634
C 2.241 -2.442 -0.743
S 0.500 -3.011 -0.741
O 0.133 -3.346 0.675
C 0.705 -4.555 -1.652
C 1.472 -5.649 -0.913
C 0.588 -6.439 0.049
H 3.501 -2.712 2.502
H 3.969 -3.662 1.092
H 2.323 -3.792 1.742
H 3.503 -1.253 0.473
H 1.883 -1.411 1.106
H 2.889 -3.234 -1.122
H 2.271 -1.602 -1.441
H 1.182 -4.259 -2.590
H -0.305 -4.883 -1.898
H 2.318 -5.221 -0.369
H 1.897 -6.327 -1.659
H 0.169 -5.777 0.805
H 1.158 -7.228 0.545
H -0.240 -6.904 -0.490
Se 3.761 1.120 -1.178
C 5.419 0.464 -1.783
C 5.634 0.044 -3.105
C 6.871 -0.434 -3.495
N 7.936 -0.541 -2.694
C 7.734 -0.143 -1.435
C 6.540 0.350 -0.944
H 4.823 0.096 -3.820
H 7.018 -0.757 -4.523
H 8.591 -0.226 -0.770
H 6.463 0.649 0.093
O 0.041 -0.021 -1.094
N 0.023 1.181 -1.227
Cl -4.723 3.506 -4.556
Si -3.590 1.984 -3.487
Cl -5.249 0.665 -2.928
Cl -2.927 0.812 -5.264
*
```



Entry 6:
C20H17F2NO3S | ωB97M-V/def2-TZVPD

SMILES   COc1cccc(N(C)C(=O)c2ccc(-c3c(F)ccc(OC)c3F)s2)c1
HOMO energy   -8.5 eV
LUMO energy   0.0175 hartree
Calculated total energy   -1650.59617 Ha
Relative energy (zero: lowest compared OMol25 entry of this formula, charge and spin)   0.0 kcal/mol

The geometry in ORCA input format:
```
! RIJCOSX wB97M-V def2-TZVPD def2/J DEFGRID3
* xyz 0 1
O 2.467 -2.700 -2.868
F -2.257 0.891 -3.574
F 0.217 3.742 -0.460
O 1.726 -1.249 3.871
O -1.728 5.497 -0.584
S -0.310 -0.517 -1.773
C 1.879 -2.314 -1.836
C 2.192 0.180 -2.149
C 1.400 1.383 -2.251
C 1.392 -0.904 -1.902
C 0.094 1.210 -2.068
C -0.827 -2.920 1.706
C -3.179 2.938 -2.814
C -0.149 -2.276 2.787
C -3.095 4.116 -2.060
C -0.063 -3.244 0.576
C 1.850 -2.104 1.628
C -2.093 2.043 -2.831
C -0.810 3.492 -1.345
C 1.149 -1.826 2.739
C -1.875 4.389 -1.334
C -0.946 2.310 -2.099
C 1.246 -2.879 0.544
N 1.835 -3.216 -0.670
C 1.201 -1.635 5.184
C -2.409 5.465 0.682
C 2.120 -4.644 -0.942
H 3.240 0.250 -2.466
H 1.860 2.299 -2.431
H -1.862 -3.102 1.833
H -4.090 2.541 -3.215
H -0.743 -2.230 3.772
H -3.914 4.819 -1.968
H -0.565 -3.819 -0.169
H 2.905 -1.990 1.548
H 0.201 -1.317 5.505
H 1.757 -1.216 6.045
H 1.418 -2.662 5.361
H -2.118 6.230 1.306
H -3.500 5.620 0.469
H -2.206 4.468 1.268
H 1.947 -4.928 -1.992
H 1.527 -5.284 -0.304
H 3.116 -4.908 -0.718
*
```



Entry 7:
C24H45CoNP2Si | ωB97M-V/def2-TZVPD

HOMO energy (spin up / spin down)   -5.5 / -7.0 eV
LUMO energy (spin up / spin down)   -0.0101 / -0.0175 hartree
Calculated total energy   -3350.89785 Ha
Relative energy (zero: lowest compared OMol25 entry of this formula, charge and spin)   79.4 kcal/mol

The geometry in ORCA input format:
```
! RIJCOSX wB97M-V def2-TZVPD def2/J DEFGRID3
* xyz 0 4
P 0.906 2.999 0.837
P -1.995 0.415 -0.148
C -0.884 3.039 0.488
C -1.819 1.915 0.990
H -0.975 3.266 -0.585
H -1.182 3.958 1.016
H -1.512 1.541 1.981
H -2.833 2.348 1.116
C -1.615 1.252 -1.756
H -1.938 0.573 -2.567
H -0.533 1.476 -1.841
H -2.135 2.222 -1.863
C -3.823 0.278 -0.256
H -4.301 1.127 -0.731
H -4.234 0.148 0.741
H -4.082 -0.575 -0.901
C 1.183 4.866 1.140
H 2.086 5.042 1.734
H 0.320 5.220 1.725
H 1.242 5.490 0.239
C 0.778 2.827 2.658
H 0.411 1.814 2.909
H 0.069 3.584 3.026
H 1.753 2.993 3.147
Co -0.960 -1.206 0.061
C 1.722 2.562 -2.034
C 1.724 3.755 -1.345
C 3.044 4.537 -1.330
C 4.107 3.775 -0.518
C 3.607 3.306 0.750
C 2.720 2.202 0.862
C 2.548 1.027 -0.139
C 2.466 1.333 -1.658
C -0.367 -1.052 1.825
H 1.237 2.493 -3.005
H 0.850 4.411 -1.476
H 2.940 5.551 -0.907
H 3.406 4.725 -2.365
H 4.432 2.912 -1.099
H 4.983 4.414 -0.342
H 3.875 3.814 1.680
H 2.853 1.694 1.863
H 1.585 0.509 0.094
H 3.328 0.294 0.090
H 3.453 1.252 -2.153
H 1.914 0.473 -2.107
H -1.307 -1.113 2.341
H 0.152 -0.125 2.021
H 0.235 -1.938 2.025
C 1.331 -2.786 -1.872
Si -0.051 -3.972 -1.385
C -0.892 -4.639 -2.915
C 0.892 -5.421 -0.613
N -1.225 -3.183 -0.353
C -2.155 -3.867 0.394
C -3.358 -3.188 0.760
C -3.912 -3.403 2.021
C -3.706 -4.648 2.637
C -2.827 -5.565 2.044
C -2.041 -5.182 0.958
H 2.059 -3.313 -2.507
H 1.876 -2.410 -0.994
H 0.949 -1.921 -2.432
H -0.136 -4.996 -3.630
H -1.566 -5.471 -2.669
H -1.497 -3.861 -3.396
H 1.333 -5.130 0.350
H 0.295 -6.328 -0.446
H 1.712 -5.710 -1.287
H -3.762 -2.473 0.020
H -4.546 -2.650 2.503
H -4.231 -4.913 3.549
H -2.715 -6.568 2.438
H -1.262 -5.825 0.588
*
```



What is the relative energy (zero: lowest compared OMol25 entry of this formula, charge and spin) in the first record? 367.2 kcal/mol



What is the formula in the second record? C10H22